No. 1
C5H8N2O3 | ωB97M-V/def2-TZVPD

Structure (XYZ):
```
18
Properties=species:S:1:pos:R:3:forces:R:3:nbo_charge:R:1
O 1.284611 1.477744 -0.372305 -0.080 0.082 0.408 -0.71
C 1.126765 0.096866 -0.610771 0.035 0.271 -0.356 0.11
C 1.682258 -0.659705 0.602978 0.485 -0.060 0.406 -0.23
N 0.571067 -1.439077 1.098188 0.428 -0.061 0.369 -0.60
C -0.547639 -1.414176 0.358250 -1.354 -0.733 0.045 0.68
O -1.554865 -2.078393 0.534769 0.836 0.644 -0.207 -0.58
C -0.336603 -0.389136 -0.774708 -0.077 -0.286 0.437 -0.46
C -1.401213 0.645022 -0.734303 -2.779 2.297 0.264 0.52
N -2.210434 1.260376 -1.415230 0.028 0.306 0.992 -0.58
H 0.663665 2.001372 -0.887550 -0.072 -0.047 -0.230 0.49
H 1.692545 -0.176801 -1.510523 -0.128 0.011 0.118 0.18
H 2.528557 -1.301630 0.326017 -0.194 0.075 -0.014 0.20
H 2.042645 0.037274 1.371903 -0.121 0.007 -0.328 0.22
H 0.643218 -2.030015 1.916620 -0.116 0.061 -0.272 0.42
H -0.454366 -0.929799 -1.724239 -0.182 0.295 0.196 0.29
O -1.945763 1.489531 0.817448 2.148 -2.520 -0.244 -0.94
H -1.100423 1.449308 1.304117 -0.606 1.191 0.597 0.49
H -2.684027 1.961240 -0.300662 1.749 -1.533 -2.181 0.51
```
Positions in Å, forces in eV/Å.

LUMO level   0.45 eV
Frontier orbital gap   0.3690 Eh
Relative energy (zero: lowest compared OMol25 entry of this formula, charge and spin)   3.8583 eV

No. 2
C28H52I3N4O2 | ωB97M-V/def2-TZVPD

Structure (XYZ):
```
89
Properties=species:S:1:pos:R:3:forces:R:3:lowdin_charge:R:1
C 7.931639 2.381711 1.386516 0.031 -0.114 0.041 -0.11
O 6.961651 3.291395 0.922978 -0.092 0.244 0.067 -0.20
C 6.911556 3.400617 -0.487059 -0.030 -0.195 -0.011 -0.23
C 5.738067 2.604567 -1.070244 0.175 0.280 0.031 -0.17
C 4.471294 3.436017 -1.249763 -0.078 -0.362 0.067 -0.21
C 3.466362 2.788389 -2.197447 0.045 0.176 -0.158 -0.20
C 2.138207 3.568706 -2.271521 0.089 -0.377 0.109 -0.17
C 1.013606 2.857299 -1.491586 0.115 0.191 -0.164 -0.13
C 0.127344 3.708131 -0.646418 0.105 -0.018 -0.192 -0.09
C -0.120555 5.031203 -0.937551 0.047 0.012 -0.180 0.10
C -1.026273 5.752487 -0.181091 -0.072 0.031 0.127 -0.16
C -1.365617 7.192693 -0.422109 0.114 -0.030 0.250 -0.13
C -1.268304 8.028022 0.856529 0.158 0.027 0.221 -0.88
O -0.590317 7.723622 1.784108 -0.241 -0.008 -0.209 0.04
I -2.442743 9.796030 0.817336 0.058 0.007 -0.008 0.93
N -1.628772 5.109004 0.814449 0.140 -0.023 -0.170 0.13
N -1.425549 3.855398 1.165569 -0.134 0.109 0.132 0.20
C -0.563158 3.155327 0.463777 -0.027 0.179 0.279 -0.29
C -0.352918 1.771380 0.930110 -0.116 -0.356 -0.125 -0.79
I 1.473875 1.453566 1.869809 0.056 0.095 0.088 0.98
C -1.298456 0.850972 0.745082 0.008 -0.116 -0.070 -0.81
C -2.613859 1.134653 0.060861 0.008 -0.058 0.062 -0.14
I -1.064151 -1.119171 1.344300 0.051 -0.140 0.105 0.96
H 7.788741 1.382004 0.963648 -0.016 -0.045 -0.029 0.09
H 8.943571 2.720850 1.147894 0.032 0.018 -0.045 0.09
H 7.833527 2.317078 2.467104 -0.026 0.021 0.032 0.09
H 6.814759 4.460950 -0.725786 -0.017 0.057 -0.032 0.12
H 7.848719 3.051975 -0.928887 0.077 0.006 0.055 0.12
H 5.548569 1.784744 -0.375981 -0.033 -0.206 -0.148 0.12
H 6.037625 2.183930 -2.032227 -0.044 -0.061 -0.056 0.12
H 3.996457 3.576546 -0.274222 0.031 0.211 0.057 0.12
H 4.739961 4.414740 -1.652127 -0.049 0.125 0.075 0.12
H 3.286858 1.754458 -1.896459 -0.044 -0.078 -0.007 0.10
H 3.908641 2.742027 -3.193774 0.043 -0.051 -0.016 0.12
H 1.845951 3.674655 -3.314143 -0.089 0.184 -0.012 0.12
H 2.318459 4.562580 -1.861417 -0.036 0.122 -0.051 0.10
H 0.334001 2.374600 -2.203172 0.004 -0.191 0.024 0.15
H 1.442047 2.059381 -0.890102 -0.117 -0.037 0.068 0.05
H 0.364914 5.515956 -1.771473 0.050 0.022 -0.014 0.14
H -2.353906 7.310688 -0.861325 -0.024 -0.042 -0.112 0.11
H -0.624406 7.609328 -1.104711 -0.122 0.081 -0.144 0.14
H -2.290214 5.595889 1.407045 -0.024 -0.019 0.117 0.19
H -3.227346 1.789225 0.678871 0.002 0.104 -0.031 0.08
H -2.454781 1.588364 -0.917784 -0.019 0.133 -0.014 0.09
H -3.175351 0.219180 -0.090138 0.001 -0.033 -0.052 0.05
C -4.987658 -5.104755 1.447552 0.024 0.011 -0.030 -0.09
C -4.316650 -4.058577 2.323816 0.023 -0.051 -0.009 -0.28
N -5.235037 -3.403723 3.237542 0.043 -0.012 -0.026 -0.20
C -4.676996 -2.221338 3.863444 0.012 0.144 -0.001 -0.26
C -3.480026 -2.390437 4.807978 0.006 0.126 0.007 -0.09
C -5.998314 -4.287908 4.104027 -0.096 -0.088 0.060 -0.24
C -5.220866 -5.235486 5.026783 -0.050 0.024 0.017 -0.08
H -5.838280 -4.675755 0.916854 -0.020 0.002 0.020 0.08
H -4.276191 -5.479916 0.710786 -0.001 -0.001 -0.005 0.07
H -5.338449 -5.960547 2.024093 0.002 -0.003 0.009 0.07
H -3.898777 -3.277626 1.679931 0.014 0.019 0.018 0.09
H -3.458906 -4.525533 2.836493 -0.010 0.003 -0.002 0.10
H -5.482377 -1.708456 4.396211 -0.019 -0.038 0.014 0.11
H -4.378310 -1.545701 3.053094 0.020 -0.031 -0.015 0.09
H -3.764051 -2.800983 5.775467 -0.019 -0.084 -0.038 0.06
H -3.031024 -1.412676 4.998110 0.016 -0.003 -0.005 0.07
H -2.707353 -3.026760 4.374402 0.001 -0.022 0.008 0.06
H -6.657903 -4.887068 3.473017 0.030 0.001 -0.035 0.10
H -6.664562 -3.661496 4.701740 0.027 0.027 0.015 0.11
H -4.404937 -5.734190 4.501516 -0.005 -0.008 -0.016 0.07
H -5.889991 -6.012467 5.399617 -0.004 0.003 0.008 0.07
H -4.803811 -4.724091 5.893000 0.051 0.011 -0.031 0.06
C 0.669888 -4.592835 -5.074688 0.018 0.010 -0.025 -0.09
C 1.353277 -3.527121 -4.232732 0.019 -0.063 -0.044 -0.27
N 0.451635 -2.874462 -3.296846 -0.025 0.044 0.014 -0.20
C 1.015072 -1.680785 -2.701744 0.101 0.170 0.052 -0.26
C 2.237112 -1.831823 -1.784683 -0.030 0.102 0.076 -0.08
C -0.264444 -3.764612 -2.398627 -0.082 -0.177 0.137 -0.25
C 0.562013 -4.677503 -1.481162 -0.070 0.015 0.031 -0.08
H -0.202112 -4.182150 -5.584652 -0.018 0.002 0.018 0.08
H 1.363906 -4.965859 -5.827990 0.000 0.001 -0.007 0.08
H 0.349380 -5.447277 -4.478424 0.007 -0.004 0.005 0.07
H 1.739764 -2.749456 -4.897171 0.015 0.020 0.017 0.12
H 2.231366 -3.974182 -3.740470 -0.013 0.006 0.006 0.10
H 0.226717 -1.164816 -2.143067 -0.092 -0.068 0.020 0.09
H 1.286480 -1.006676 -3.521834 0.010 -0.059 -0.051 0.11
H 1.969122 -2.246711 -0.813851 0.012 -0.047 -0.009 0.05
H 2.681860 -0.849406 -1.601643 0.000 0.011 -0.003 0.05
H 3.011183 -2.459287 -2.225588 -0.013 -0.019 -0.031 0.07
H -0.919323 -4.397285 -3.000685 0.034 0.028 -0.068 0.10
H -0.939912 -3.161672 -1.785755 0.042 0.117 -0.015 0.10
H 1.382731 -5.155772 -2.016711 0.001 -0.006 -0.014 0.07
H -0.074443 -5.471751 -1.086758 -0.004 0.003 -0.001 0.07
H 0.979471 -4.144237 -0.627861 0.055 0.012 -0.029 0.05
```
Positions in Å, forces in eV/Å.

LUMO level   -4.53 eV
Frontier orbital gap   0.1853 Eh
Net charge   +1
Relative energy (zero: lowest compared OMol25 entry of this formula, charge and spin)   0.0000 eV